# 1
ORCA calculation (the ωB97M-V functional and the def2-TZVPD basis) on a 9-piece molecular cluster, C31H84N4O9 overall in a non-equilibrium geometry.

Geometry as ORCA input:
```
! wB97M-V def2-TZVPD RIJCOSX def2/J DEFGRID3
* xyz 0 1
C 5.763 0.680 -1.152
H 3.139 2.863 -2.745
C 6.408 2.472 0.535
H 1.154 -3.187 1.806
H -0.883 3.111 4.121
H 3.811 1.687 -4.694
H 0.589 -1.180 -4.635
H 7.873 0.006 1.394
H -2.322 -2.127 -0.267
H -3.704 -1.321 2.766
H -1.611 -4.339 -3.051
C -3.521 -3.353 3.293
H 3.100 0.543 -8.285
H -2.832 5.755 6.672
H 6.612 2.590 1.595
H -4.198 -0.664 0.053
C -1.372 -0.431 -4.402
H 2.227 -2.138 -0.088
O -0.740 0.869 -0.668
H 2.522 0.904 -1.364
C 1.409 -2.909 -0.175
C 2.486 1.108 -6.313
H -3.019 -3.511 2.337
H -2.241 -0.482 -3.758
H -2.208 1.910 -2.482
O 0.100 -2.254 0.118
H -3.695 -5.366 -0.489
H -2.047 -3.940 4.759
H 3.517 -0.247 -2.219
C 1.520 -3.841 1.026
H -0.027 -1.516 -0.531
H -2.012 2.247 6.190
H -3.205 1.123 -1.292
H -3.131 -5.257 4.217
H 2.475 -1.110 3.740
H -4.960 2.261 7.740
C -2.065 3.274 6.562
C 2.881 2.003 -5.190
H 3.467 -0.299 -0.459
H -3.295 2.912 -1.435
H 2.267 4.042 -3.854
C 2.406 1.414 2.928
H 2.464 2.265 2.238
H 0.037 -1.193 -2.896
H -2.988 4.160 4.774
H -2.284 -1.669 3.771
C -0.254 -1.381 -3.964
H 0.047 4.135 5.130
H -5.037 -1.355 -1.339
H 1.095 2.390 -7.133
H 1.406 3.083 -2.570
H -3.758 -3.846 5.250
H -3.506 -5.768 -2.240
O -0.861 0.879 -4.321
C 1.613 -3.715 -1.447
C -2.151 4.311 5.427
H 8.463 0.489 -0.036
H -5.020 -3.448 2.114
H -1.262 3.497 7.270
H 2.360 1.829 3.962
C -4.869 -1.472 -0.240
H -0.041 0.963 -3.837
O 1.857 2.057 -4.181
H -2.416 1.412 1.264
H -3.867 -1.709 4.536
O -4.886 -3.587 3.067
C -1.910 -0.671 -5.801
C 2.175 3.049 -3.306
H -2.440 -1.643 -5.894
N 1.194 1.461 -6.778
H -0.861 4.813 3.742
H 5.663 0.610 1.036
H -0.996 2.414 1.536
H 2.993 3.056 -5.643
H 0.644 -0.616 1.180
C -2.645 2.026 -1.495
N -2.143 5.720 5.924
H -1.242 5.943 6.286
N 7.608 0.278 0.454
H -3.588 -3.119 -2.460
H -4.947 -4.866 -1.644
C 3.483 1.108 -7.422
O 1.395 0.002 1.348
H -2.468 -3.716 0.291
C -0.917 4.098 4.576
O -4.259 -2.678 0.208
H 0.823 -4.692 1.118
H -0.603 -2.419 -4.072
H 1.683 -3.018 -2.318
C 3.444 0.350 -1.343
N -1.679 -4.043 -2.065
H 0.039 0.961 -0.116
C 1.484 -0.688 3.721
C -2.990 -2.993 -0.325
C -1.891 2.308 0.921
H -0.951 2.994 -0.868
H 0.817 -1.539 3.483
H 2.641 -4.159 -1.416
H 5.509 2.953 0.169
H 2.512 -4.084 1.300
H 3.622 2.118 -7.861
O -3.231 3.251 7.473
H -4.231 1.854 6.152
O 4.520 1.295 -1.334
H 2.415 0.108 -5.888
H 5.777 -0.415 -1.233
H 6.506 1.008 -1.877
H 1.227 -0.438 4.769
C -4.430 2.655 6.847
H 4.497 0.789 -7.094
H -2.667 0.095 -6.079
C -3.040 -4.185 4.464
C 1.317 0.427 2.774
C -1.501 2.137 -0.542
H -5.006 3.472 6.361
H -5.776 -1.332 0.299
C -3.029 -3.724 -1.725
H -1.072 -3.221 -1.925
C -3.310 -1.903 3.623
H 3.340 0.872 2.900
H 7.117 3.138 -0.043
H 0.857 -4.477 -1.712
C 6.387 0.981 0.286
H -1.057 -0.677 -6.460
C -3.878 -5.013 -1.515
H 0.498 1.317 -6.038
H -2.560 3.136 1.131
H 0.347 0.905 3.014
*
```

Total energy in eV: -57893.3383
Frontier orbital gap in eV: 9.4
SMILES: COC[C@H](C)N.COC[C@H](C)N.COC[C@H](C)N.COC[C@H](C)N.CC(C)O.CC(C)O.CC(C)O.CC(C)O.CC(C)O
Molar mass in g mol⁻¹: 657.032

# 2
ORCA calculation (the ωB97M-V functional and the def2-TZVPD basis) on C25H25FN2O4S2 as an isolated structure in a non-equilibrium geometry.

Geometry as ORCA input:
```
! wB97M-V def2-TZVPD RIJCOSX def2/J DEFGRID3
* xyz 0 1
H -0.908 1.416 2.305
N -1.549 -2.236 3.712
H -0.715 1.590 -0.838
S -0.436 -3.367 4.073
C 2.447 -0.557 -2.923
H -2.483 3.300 -2.312
C 3.683 2.974 -2.923
C 3.447 0.566 -3.212
O 0.964 -3.004 3.962
C -4.739 1.285 2.956
C 1.292 0.213 -2.300
C 0.470 -4.710 1.657
H -4.869 2.953 1.593
N 0.595 2.526 -2.179
C -1.472 -5.565 2.808
C -0.663 4.514 -2.430
C -1.518 -6.667 1.948
S -1.538 -0.764 4.435
H -5.809 1.243 3.176
C -0.566 -6.782 0.927
H 0.925 3.881 -3.790
C 4.697 0.498 -3.809
C -0.502 -4.574 2.679
O -0.889 -4.051 5.277
H 6.427 1.629 -4.404
H -1.771 3.646 -0.756
H -1.140 1.414 -2.530
F 0.800 -0.438 -0.293
O -0.289 -0.018 4.429
C 0.697 3.863 -2.709
C -4.209 2.245 2.085
H -2.296 -7.422 2.103
H 3.300 3.911 -2.520
H -2.413 3.076 1.202
C -2.515 0.371 3.343
C -2.824 2.297 1.857
H 5.543 3.831 -3.594
C -1.982 1.366 2.486
H -0.512 5.343 -1.748
H 1.255 -3.962 1.545
C -1.541 3.445 -1.796
H 0.618 -0.204 -1.391
H 1.499 4.439 -2.229
H 1.184 -5.914 -0.019
C 0.435 -5.806 0.779
C 4.955 2.916 -3.502
H -4.278 -0.331 4.310
C -0.746 2.137 -1.795
C 2.905 1.809 -2.857
H 2.195 -1.032 -3.910
H 2.813 -1.317 -2.205
H -2.170 -5.491 3.636
H -1.090 4.901 -3.352
H -0.604 -7.627 0.247
O -2.250 -0.901 5.689
C 1.526 1.572 -2.367
C -3.886 0.370 3.579
C 5.440 1.681 -3.957
H 5.055 -0.480 -4.147
*
```

Total energy in eV: -61879.9991
Frontier orbital gap in eV: 1.9
Molar mass in g mol⁻¹: 500.617

# 3
ORCA calculation (the ωB97M-V functional and the def2-TZVPD basis) on an isolated ion of composition C5H12N and charge +1 in a non-equilibrium geometry.

Geometry as ORCA input:
```
! wB97M-V def2-TZVPD RIJCOSX def2/J DEFGRID3
* xyz 1 1
H 1.916 0.395 -1.766
H 0.128 -0.005 2.072
H 0.149 -1.219 -1.579
H 1.659 0.951 1.725
C 1.869 0.509 -0.696
H -1.229 1.129 -1.452
C -1.488 -0.649 -0.195
N -1.667 0.833 -0.577
C 0.975 -0.168 0.025
H -2.257 -1.332 -0.593
H -2.642 1.149 -0.609
H 1.800 -0.561 2.043
H -1.409 -0.537 0.917
C 1.041 0.058 1.531
H 2.506 1.316 -0.345
H -1.229 1.344 0.202
H -0.058 -2.142 -0.218
C -0.062 -1.072 -0.485
*
```

Total energy in eV: -6861.8480
Frontier orbital gap in eV: 9.9
SMILES: C=C(C)CC[NH3+]
Molar mass in g mol⁻¹: 86.158